Entry 1:
The following is a quantum chemistry calculation of one molecule with the formula C17H15Cl2N3O3, from OMol25.

Positions of all 40 atoms, in Å:
C: 5.962 2.230 1.251
C: 4.610 2.882 1.039
O: 3.694 1.873 0.617
C: 2.466 2.269 0.328
O: 2.088 3.419 0.406
C: 1.577 1.166 -0.105
C: 0.284 1.509 -0.377
N: -0.652 0.641 -0.784
C: -2.029 1.032 -1.011
C: -2.999 0.273 -0.139
C: -4.057 -0.425 -0.712
C: -4.960 -1.135 0.055
C: -4.804 -1.158 1.433
Cl: -5.909 -2.045 2.409
C: -3.767 -0.464 2.036
C: -2.877 0.250 1.249
Cl: -1.614 1.129 2.041
C: -0.286 -0.674 -0.936
C: -0.963 -1.801 -1.340
C: 0.003 -2.831 -1.282
C: -0.189 -4.265 -1.613
N: 1.165 -2.365 -0.879
N: 1.006 -1.055 -0.666
C: 2.051 -0.208 -0.226
O: 3.149 -0.642 -0.007
H: 6.304 1.778 0.324
H: 6.683 2.973 1.577
H: 5.882 1.449 2.002
H: 4.654 3.665 0.272
H: 4.234 3.337 1.963
H: -0.009 2.544 -0.262
H: -2.107 2.103 -0.803
H: -2.280 0.859 -2.063
H: -4.178 -0.407 -1.785
H: -5.773 -1.670 -0.407
H: -3.653 -0.474 3.108
H: -1.989 -1.894 -1.626
H: -0.522 -4.374 -2.644
H: 0.750 -4.792 -1.479
H: -0.945 -4.704 -0.963

The value obtained for the HOMO-LUMO gap is 0.32609 hartree. The value obtained for the molar mass is 380.2 g/mol. Its SMILES is CCOC(=O)c1cn(Cc2ccc(Cl)cc2Cl)c2cc(C)nn2c1=O. As for the multiplicity: 1. The charge is 0.

Mulliken population analysis, charges in e, atoms 1 to 2: -1.23, -0.27

Entry 2:
The following is a quantum chemistry calculation of one molecule with the formula C17H15ClN2O2, from OMol25.

Positions of all 37 atoms, in Å:
C: 4.534 2.782 1.132
C: 3.646 1.645 0.728
C: 2.684 1.846 -0.270
C: 1.822 0.861 -0.711
C: 0.812 1.171 -1.774
C: 1.933 -0.404 -0.113
C: 1.295 -1.687 -0.251
C: 0.170 -2.121 -1.139
C: -1.131 -2.013 -0.352
O: -1.396 -2.749 0.568
N: -1.942 -0.997 -0.778
C: -3.171 -0.595 -0.275
C: -3.812 -1.203 0.806
C: -5.038 -0.701 1.195
C: -5.574 0.379 0.501
Cl: -7.104 1.038 0.950
C: -4.858 0.917 -0.558
N: -3.688 0.439 -0.933
C: 1.900 -2.496 0.657
O: 2.868 -1.865 1.355
C: 2.901 -0.595 0.895
C: 3.758 0.406 1.326
H: 5.259 2.463 1.876
H: 3.942 3.595 1.550
H: 5.069 3.171 0.267
H: 2.619 2.828 -0.717
H: 0.885 0.466 -2.601
H: 0.976 2.171 -2.167
H: -0.195 1.132 -1.361
H: 0.136 -1.537 -2.055
H: 0.311 -3.174 -1.387
H: -1.650 -0.436 -1.568
H: -3.355 -2.036 1.310
H: -5.574 -1.137 2.024
H: -5.234 1.757 -1.125
H: 1.723 -3.527 0.893
H: 4.483 0.208 2.099

The energy above the lowest of the compared OMol25 structures with the same formula, charge and spin comes out at 0.000 eV. The value obtained for the HOMO-LUMO gap is 0.32472 hartree. The value obtained for the molar mass is 314.8 g/mol. Its SMILES is Cc1cc(C)c2c(CC(=O)Nc3ccc(Cl)cn3)coc2c1. As for the multiplicity: 1. The charge is 0.

Mulliken population analysis, charges in e, atoms 1 to 2: -1.43, 0.78

Entry 3:
The following is a quantum chemistry calculation of one molecule with the formula C17H15FN2O4, from OMol25.

Positions of all 39 atoms, in Å:
C: 6.380 1.859 4.058
C: 5.514 1.127 3.054
O: 5.956 0.524 2.107
N: 4.180 1.233 3.355
C: 3.079 0.715 2.677
C: 1.813 0.963 3.214
C: 0.681 0.483 2.595
C: 0.791 -0.257 1.419
C: -0.392 -0.777 0.716
O: -0.375 -1.352 -0.348
O: -1.541 -0.567 1.392
C: -2.700 -1.003 0.707
C: -2.794 -0.297 -0.657
O: -2.502 0.868 -0.780
N: -3.270 -1.101 -1.642
C: -3.494 -0.779 -2.981
C: -3.229 0.464 -3.547
C: -3.492 0.689 -4.887
C: -4.020 -0.310 -5.688
C: -4.291 -1.555 -5.145
C: -4.027 -1.768 -3.810
F: -4.295 -2.985 -3.265
C: 2.055 -0.501 0.882
C: 3.191 -0.026 1.501
H: 7.423 1.746 3.777
H: 6.232 1.448 5.054
H: 6.127 2.917 4.072
H: 3.948 1.763 4.184
H: 1.725 1.541 4.124
H: -0.294 0.682 3.010
H: -3.543 -0.702 1.333
H: -2.677 -2.092 0.593
H: -3.434 -2.074 -1.421
H: -2.815 1.242 -2.928
H: -3.278 1.659 -5.309
H: -4.221 -0.125 -6.731
H: -4.703 -2.356 -5.738
H: 2.126 -1.072 -0.031
H: 4.165 -0.219 1.084

The energy above the lowest of the compared OMol25 structures with the same formula, charge and spin comes out at 0.000 eV. The value obtained for the HOMO-LUMO gap is 0.33589 hartree. The value obtained for the molar mass is 330.3 g/mol. Its SMILES is CC(=O)Nc1ccc(C(=O)OCC(=O)Nc2ccccc2F)cc1. As for the multiplicity: 1. The charge is 0.

Mulliken population analysis, charges in e, atoms 1 to 2: -1.31, 0.81

Entry 4:
The following is a quantum chemistry calculation of C17H15I2N6O2S2V as an isolated structure, from OMol25.

Positions of all 45 atoms, in Å:
V: -0.047 0.051 0.040
N: 2.656 -2.109 -0.324
C: 2.912 -0.799 -0.387
N: 2.009 0.134 -0.202
C: 2.552 1.396 -0.273
C: 3.893 1.429 -0.494
S: 4.527 -0.172 -0.633
C: 1.621 2.474 -0.039
C: 1.847 3.814 -0.031
S: 0.429 4.663 0.462
C: -0.378 3.124 0.657
N: 0.341 2.094 0.307
N: -1.644 3.036 1.126
H: 1.675 -2.392 -0.367
H: 3.351 -2.768 -0.632
H: 4.536 2.277 -0.590
H: 2.741 4.348 -0.277
H: -2.046 3.868 1.527
H: -1.875 2.152 1.563
I: 0.123 -5.051 -0.261
C: -1.539 -3.748 -0.193
C: -2.835 -4.240 -0.108
C: -3.910 -3.378 -0.096
I: -5.849 -4.214 0.026
C: -3.728 -1.981 -0.191
C: -4.749 -1.019 -0.308
C: -4.404 0.296 -0.506
C: -3.057 0.679 -0.481
N: -2.070 -0.181 -0.286
C: -2.396 -1.495 -0.214
C: -1.280 -2.378 -0.236
O: -0.108 -1.845 -0.327
H: -2.999 -5.305 -0.066
H: -5.783 -1.327 -0.280
H: -5.165 1.043 -0.664
H: -2.777 1.720 -0.603
C: 0.762 -1.944 2.602
C: 0.014 -0.689 2.918
N: -0.155 -0.391 4.212
O: -0.424 0.084 2.051
H: 1.168 -2.413 3.492
H: 1.575 -1.702 1.914
H: 0.099 -2.648 2.101
H: 0.170 -1.002 4.942
H: -0.625 0.463 4.471

The energy above the lowest of the compared OMol25 structures with the same formula, charge and spin comes out at 0.274 eV. The value obtained for the HOMO-LUMO gap (spin up / spin down) is 0.25052 / 0.27180 hartree. The value obtained for the molar mass is 704.2 g/mol. As for the multiplicity: 4. The charge is +1.

Mulliken population analysis, charges in e, atoms 1 to 2: 0.67, -0.27